[1]
C2F5NO4S in the gas phase in a non-equilibrium geometry. Source: the OMol25 dataset; level of theory: ωB97M-V/def2-TZVPD.

The geometry in ORCA input format:
```
! RIJCOSX wB97M-V def2-TZVPD def2/J DEFGRID3
* xyz 0 3
C 0.0292 1.9159 -0.5787
C 0.1944 -2.0669 0.9230
N -0.9167 1.4193 -1.4581
O -0.6320 0.1289 -1.4797
O -1.7265 1.9309 -2.2014
O -0.3036 -0.8090 0.7942
O 1.7606 -0.1973 -0.6008
F -0.1850 2.9574 0.2448
F -0.3776 -2.7695 -0.0595
F -0.0617 -2.6344 2.0698
F 1.5200 -2.1778 0.7493
F 1.0814 0.9050 1.4590
S 0.6192 0.3521 0.0445
*
```

Summary:
HOMO energy (spin up / spin down): -0.3013 / -0.4293 hartree
Kohn-Sham gap (spin up / spin down): 0.27735 / 0.29057 hartree
maximum force: 3.203 eV/Å

Atom charges from the natural (NBO) analysis, given in e for atoms 1 to 6: 0.376 1.162 0.206 -0.462 -0.321 -0.684

[2]
A molecular structure, C8H22CrN2O10S2 in a non-equilibrium geometry. Source: the OMol25 dataset; level of theory: ωB97M-V/def2-TZVPD.

The geometry in ORCA input format:
```
! RIJCOSX wB97M-V def2-TZVPD def2/J DEFGRID3
* xyz -2 5
Cr -16.5029 17.7628 27.7816
S -16.6977 19.5300 29.9041
O -15.7554 18.4193 29.5532
O -17.2136 19.3626 31.2632
O -15.9968 20.8234 29.7747
O -17.6787 19.3468 28.8238
S -18.6275 16.1944 27.0056
O -18.2349 14.8655 26.4946
O -17.8938 17.2867 26.2846
O -20.0649 16.3448 27.0621
O -17.9965 16.3557 28.3514
C -14.9872 15.1979 29.6956
C -14.2280 15.9119 28.6015
C -12.9767 15.1095 28.1441
O -13.3863 13.7820 27.7919
C -12.8525 13.2853 26.5830
N -15.1481 16.0808 27.4555
H -15.3402 14.1847 29.5012
H -15.8358 15.8038 30.0120
H -14.2994 15.0768 30.5478
H -13.7919 16.8044 29.0542
H -12.2893 15.0186 28.9962
H -12.4108 15.5445 27.3158
H -12.8034 14.0611 25.8099
H -13.5618 12.5110 26.2964
H -11.8312 12.9022 26.6961
H -14.5651 15.9496 26.6204
H -15.7001 15.2263 27.3124
C -16.0706 19.2758 24.3650
C -15.0716 18.6504 25.3147
C -13.6003 18.7972 24.8559
O -12.7692 18.3474 25.9068
C -11.4454 18.0999 25.5080
N -15.2774 19.1769 26.7138
H -15.9295 20.3592 24.2925
H -17.0960 18.9603 24.5212
H -15.7257 18.8998 23.3854
H -15.3297 17.5889 25.3866
H -13.4943 19.8615 24.6190
H -13.4630 18.0471 24.0679
H -11.4802 17.4167 24.6478
H -10.8863 17.6898 26.3425
H -10.9319 18.9980 25.1414
H -14.3313 19.2015 27.1122
H -15.3353 20.1895 26.5315
*
```

Summary:
HOMO energy (spin up / spin down): 0.0264 / -0.0580 hartree
energy relative to the best compared isomer or geometry (same formula, charge and spin): 3.9 kcal/mol
Kohn-Sham gap (spin up / spin down): 0.11963 / 0.20387 hartree
maximum force: 3.311 eV/Å

Atom charges from the natural (NBO) analysis, given in e for atoms 1 to 6: 1.183 2.595 -1.083 -1.047 -1.090 -1.060

[3]
A gas-phase ion, C11H22N3 (charge +1) in a non-equilibrium geometry. Source: the OMol25 dataset; level of theory: ωB97M-V/def2-TZVPD.

The geometry in ORCA input format:
```
! RIJCOSX wB97M-V def2-TZVPD def2/J DEFGRID3
* xyz 1 1
C 2.3322 0.1484 0.4642
C 1.0025 -0.0827 1.0832
C 2.9682 -0.5090 1.6867
C 2.9910 0.5197 -0.6561
C 1.6273 -0.6226 2.3000
C -1.5052 -3.1434 -2.2756
C -0.5897 3.0318 0.9606
C -1.0386 -1.6774 -2.0934
C -0.3369 2.5395 -0.4776
C -1.5945 -1.1057 -0.7567
C -1.1777 1.3297 -0.9474
N -1.3175 -0.3509 1.8173
N -0.8326 0.0772 -0.4426
N -0.3199 -0.0744 0.8148
H 3.5729 -1.4079 1.4788
H 3.4759 0.2601 2.3274
H 2.4277 0.9852 -1.4374
H 4.0288 0.5683 -0.5704
H 1.5244 -0.1357 3.2850
H 1.2708 -1.7197 2.3513
H -1.3938 -3.6537 -1.2374
H -2.4634 -3.4383 -2.6424
H -0.7078 -3.6031 -2.8669
H -0.3816 2.2911 1.7076
H 0.1125 3.7958 1.1964
H -1.5801 3.6187 1.0137
H -1.3725 -1.1008 -2.9953
H 0.0078 -1.5719 -2.1521
H 0.7505 2.4142 -0.6639
H -0.6377 3.4793 -1.0420
H -2.6560 -0.9488 -0.7781
H -1.4464 -1.7397 0.0177
H -2.2579 1.5982 -0.7192
H -1.0341 1.4042 -1.9891
H -1.1651 -1.1466 2.4388
H -2.2835 -0.0291 1.7998
*
```

Summary:
HOMO energy: -0.4602 hartree
SMILES string: C=C1CC/C1=[N+](\N)N(CCC)CCC
energy relative to the best compared isomer or geometry (same formula, charge and spin): 93.4 kcal/mol
Kohn-Sham gap: 0.28349 hartree
maximum force: 4.196 eV/Å

Atom charges from the natural (NBO) analysis, given in e for atoms 1 to 6: -0.079 0.379 -0.435 -0.220 -0.455 -0.614

[4]
C4H10N2O in the gas phase in a non-equilibrium geometry. Source: the OMol25 dataset; level of theory: ωB97M-V/def2-TZVPD.

The geometry in ORCA input format:
```
! RIJCOSX wB97M-V def2-TZVPD def2/J DEFGRID3
* xyz 0 1
C -0.0052 0.0405 0.0951
C -0.7914 -1.2023 0.5156
C 1.3072 -0.3445 -0.5802
C 0.2447 0.9558 1.2883
N -0.8585 0.6022 -2.0949
N -0.9130 0.7821 -0.8697
O -1.7559 1.5155 -0.3740
H -0.1201 -0.0285 -2.3945
H 0.8120 1.8365 0.9819
H -1.6888 -0.9106 1.0679
H -0.1731 -1.8356 1.1559
H -1.0956 -1.7825 -0.3597
H 2.0139 -0.6656 0.1874
H 1.7452 0.5055 -1.1084
H 1.1799 -1.1795 -1.2739
H -0.7043 1.2895 1.7072
H 0.8029 0.4214 2.0558
*
```

Summary:
HOMO energy: -0.3629 hartree
SMILES string: [H]/N=[N+](/[O-])C(C)(C)C
energy relative to the best compared isomer or geometry (same formula, charge and spin): 78.4 kcal/mol
Kohn-Sham gap: 0.38955 hartree
maximum force: 1.621 eV/Å

Atom charges from the natural (NBO) analysis, given in e for atoms 1 to 6: 0.075 -0.615 -0.637 -0.621 -0.440 0.343

[5]
2 unconnected molecules or ions with the total composition C4H12 in a non-equilibrium geometry. Source: the OMol25 dataset; level of theory: ωB97M-V/def2-TZVPD.

The geometry in ORCA input format:
```
! RIJCOSX wB97M-V def2-TZVPD def2/J DEFGRID3
* xyz 0 1
C 1.8418 -1.0626 -0.0623
C 2.3405 -0.1663 -1.2286
H 2.4773 -1.8951 0.1840
H 1.7601 -0.4084 0.8105
H 0.8195 -1.2518 -0.3688
H 3.3606 0.1959 -1.0690
H 2.3827 -0.7153 -2.1659
H 1.7109 0.7176 -1.2304
C -1.3590 0.1847 0.7714
C -2.7124 0.9104 0.5383
H -0.7702 0.9747 1.2278
H -1.5878 -0.7432 1.2733
H -0.9222 -0.0282 -0.2010
H -3.4236 0.3745 -0.0864
H -2.5741 1.9240 0.1709
H -3.3441 0.9892 1.4361
*
```

Summary:
HOMO energy: -0.4236 hartree
SMILES string: CC.CC
energy relative to the best compared isomer or geometry (same formula, charge and spin): 11.6 kcal/mol
Kohn-Sham gap: 0.46430 hartree
maximum force: 2.504 eV/Å

Atom charges from the natural (NBO) analysis, given in e for atoms 1 to 6: -0.606 -0.602 0.207 0.199 0.204 0.196

[6]
10 unconnected molecules or ions with the total composition C33H88N2O15 in a non-equilibrium geometry. Source: the OMol25 dataset; level of theory: ωB97M-V/def2-TZVPD.

The geometry in ORCA input format:
```
! RIJCOSX wB97M-V def2-TZVPD def2/J DEFGRID3
* xyz 0 1
C 19.1828 15.8602 16.5732
O 18.4773 17.0430 16.2231
C 17.9401 17.1600 14.8702
C 17.1321 18.4566 14.7673
N 15.9461 18.4039 15.6393
C 14.7937 17.7943 14.9956
C 13.6829 17.3711 15.9452
O 14.0580 16.4450 16.9190
C 14.1111 15.0902 16.5291
H 19.3283 15.8943 17.6529
H 20.1203 15.9288 16.0213
H 18.6744 14.9513 16.2515
H 17.3526 16.3274 14.4832
H 18.8548 17.2778 14.2893
H 16.9389 18.4928 13.6952
H 17.7871 19.2892 15.0239
H 16.0566 17.8233 16.4583
H 15.1330 16.9222 14.4368
H 14.4563 18.5367 14.2724
H 12.8002 17.0273 15.4060
H 13.3513 18.2286 16.5308
H 13.2289 14.7219 16.0056
H 14.2688 14.5273 17.4492
H 14.9839 14.8990 15.9048
C 16.6895 16.9527 9.0882
O 15.8055 17.0763 10.1980
C 14.6849 17.7604 9.7856
C 13.7399 17.9178 10.9728
N 12.7752 18.9701 10.7506
C 12.0039 19.2228 11.9362
C 10.9189 20.3112 11.7043
O 9.9178 19.9722 10.8012
C 8.7347 20.8183 10.7494
H 16.1515 16.5553 8.2276
H 17.3971 16.2672 9.5545
H 17.1882 17.9055 8.9107
H 14.1186 17.1252 9.1045
H 14.8478 18.7125 9.2807
H 14.4356 18.1447 11.7806
H 13.1664 17.0225 11.2128
H 12.1310 18.6094 10.0614
H 12.5735 19.5304 12.8131
H 11.4717 18.3305 12.2656
H 11.5336 21.1888 11.5037
H 10.3652 20.4034 12.6386
H 8.1126 20.4692 9.9252
H 9.0767 21.8243 10.5063
H 8.2430 20.7130 11.7165
C 14.9736 10.5840 11.6236
C 15.7505 9.3632 11.5790
C 14.8192 8.1827 11.6537
O 16.5255 9.3462 10.4158
H 15.5083 11.5317 11.6868
H 14.3257 10.6094 12.4998
H 14.2680 10.6521 10.7955
H 16.4854 9.3249 12.3830
H 13.9647 8.4192 11.0197
H 14.4626 8.0430 12.6742
H 15.2647 7.2748 11.2472
H 17.1481 8.6156 10.4300
C 19.2648 10.9815 15.3239
C 20.1487 12.0351 16.0170
C 21.4584 11.5439 16.6563
O 20.5423 12.9860 15.0304
H 19.8045 10.6213 14.4481
H 18.3509 11.3789 14.8824
H 18.9146 10.2216 16.0225
H 19.5479 12.5707 16.7520
H 22.0608 10.9531 15.9662
H 21.1281 10.9991 17.5408
H 22.1311 12.3426 16.9686
H 21.2746 12.6199 14.5290
C 23.6752 16.3171 8.5297
C 22.9230 15.9214 9.7775
C 22.2539 14.5738 9.6551
O 23.7616 15.8138 10.8712
H 24.3379 17.1412 8.7938
H 23.0150 16.7496 7.7779
H 24.2741 15.5280 8.0751
H 22.2221 16.6940 10.0935
H 23.0285 13.8148 9.7649
H 21.6941 14.4545 8.7275
H 21.6013 14.4327 10.5167
H 23.1552 15.4486 11.5196
C 16.7816 14.8135 12.4008
C 18.2446 14.3924 12.2708
C 18.3559 12.8808 12.0418
O 18.8267 15.0613 11.1210
H 16.7540 15.8636 12.6920
H 16.2682 14.2359 13.1695
H 16.1818 14.5514 11.5293
H 18.8061 14.5561 13.1905
H 18.0077 12.3387 12.9209
H 19.3968 12.6783 11.7894
H 17.7609 12.6089 11.1699
H 18.7063 14.4515 10.3894
C 13.8241 14.6323 6.9052
C 14.3183 13.4084 7.7002
C 14.4244 13.6078 9.2182
O 13.3713 12.3948 7.5472
H 14.5034 15.4800 6.9944
H 12.8458 14.9948 7.2209
H 13.7167 14.2657 5.8843
H 15.2378 13.0476 7.2392
H 14.8478 12.7428 9.7286
H 13.4365 13.8145 9.6300
H 15.0804 14.4512 9.4337
H 13.7767 11.6574 8.0093
C 17.9609 11.3064 7.8784
C 19.0327 12.2757 8.2535
O 18.6379 13.6343 8.2814
O 17.4434 11.5664 6.5383
H 17.1767 11.3919 8.6307
H 18.4323 10.3237 7.8916
H 19.8754 12.2319 7.5636
H 19.4678 11.8643 9.1643
H 18.3537 13.8218 7.3838
H 16.6960 10.9728 6.4350
C 19.6754 18.4330 11.4281
C 20.0720 19.7391 12.2332
O 19.8717 20.9980 11.4864
O 18.3179 18.1475 11.4849
H 20.1285 17.5647 11.9065
H 20.0758 18.5011 10.4166
H 21.1361 19.7826 12.4654
H 19.5650 19.8007 13.1961
H 18.9266 21.1091 11.3600
H 18.0320 17.4105 10.9401
C 12.9583 13.7505 12.5651
C 11.4623 14.1636 12.5809
O 11.1871 14.6653 11.3080
O 13.4814 13.3580 13.8134
H 13.5563 14.6220 12.2985
H 13.1772 12.9559 11.8518
H 11.1247 14.8528 13.3550
H 10.7879 13.3512 12.8517
H 10.9065 13.9562 10.7248
H 12.9338 12.5906 13.9944
*
```

Summary:
HOMO energy: -0.3011 hartree
SMILES string: COCCNCCOC.COCCNCCOC.CC(C)O.CC(C)O.CC(C)O.CC(C)O.CC(C)O.OCCO.OCCO.OCCO
Kohn-Sham gap: 0.30465 hartree
maximum force: 2.800 eV/Å

Atom charges from the Mulliken analysis, given in e for atoms 1 to 6: -0.657 -0.536 0.336 -0.771 -0.381 0.664

no.,energy (Ha)
1,-1329.13038
2,-3020.87501
3,-596.15762
4,-343.07653
5,-159.56648
6,-2547.97669